{
  "formula": "C4H7O2",
  "method": "ωB97M-V/def2-TZVPD",
  "e_tot_ha": -307.1325,
  "e_homo_ev": -3.57,
  "charge": -1,
  "lumo_energy_ev": 4.092,
  "relative_energy_kcal_mol": 13.3,
  "symbols": ["O", "O", "C", "C", "C", "C", "H", "H", "H", "H", "H", "H", "H"],
  "xyz": [[1.255, 1.924, 0.534], [-0.719, 1.481, -0.387], [-0.876, -2.200, -0.691], [-0.560, -1.185, 0.391], [0.727, -0.355, 0.121], [0.405, 1.126, 0.075], [0.060, -2.680, -1.016], [1.128, -0.738, -0.849], [-1.318, -3.152, -0.343], [1.559, -0.492, 0.799], [-1.503, -1.951, -1.547], [-1.356, -0.496, 0.648], [-0.448, -1.671, 1.401]],
  "forces_ev_per_angstrom": [[0.5082, -0.4589, 0.0516], [0.3526, -0.7446, -0.0283], [0.2465, -2.0617, 0.2527], [0.6365, -0.1841, 1.8421], [-0.4869, -0.9140, -1.0675], [-0.6631, 2.0204, -0.2598], [0.0868, 0.7080, -0.5279], [-0.2331, 0.7092, 0.3233], [-0.5678, 0.5121, 0.5823], [-0.1037, -0.2464, 0.5565], [0.3523, 0.7028, 0.0258], [-0.3186, 0.2254, -0.7861], [0.1903, -0.2683, -0.9648]]
}